Entry 1:
Molecular formula: C26H50NP3SZr
Method: DFT, ωB97M-V/def2-TZVPD

Last column: Löwdin charge in e.
Geometry (Å):
Zr -0.45 0.08 0.52  1.1734
P -0.02 -1.52 -1.53  0.7431
P 1.45 1.63 -0.70  0.7699
P -2.43 -1.57 1.06  0.7673
H -4.03 2.23 2.12  0.0911
C -3.54 2.42 1.16  -0.2035
C -2.10 1.90 1.28  -0.5356
H -1.69 1.98 2.30  0.0792
C -1.14 -1.17 -2.94  -0.2075
C 1.59 -1.56 -2.39  -0.2353
C -0.23 -3.32 -1.27  -0.2242
C 1.86 3.29 0.00  -0.2468
C 3.21 1.12 -0.97  -0.2418
C 1.03 2.13 -2.43  -0.2226
C -3.68 -1.07 2.30  -0.1881
C -1.86 -3.16 1.74  -0.2064
C -3.52 -2.05 -0.34  -0.2177
H -4.12 1.90 0.35  0.1008
H -2.19 0.81 0.89  -0.0463
H -0.76 -1.68 -3.83  0.0888
H -1.19 -0.09 -3.13  0.0382
H -2.16 -1.52 -2.72  0.0424
H 1.56 -2.37 -3.13  0.0852
H 2.41 -1.75 -1.69  0.0151
H 1.79 -0.62 -2.92  0.0424
H 0.29 -3.85 -2.08  0.0815
H -1.29 -3.60 -1.26  0.0393
H 0.21 -3.62 -0.31  0.0375
H 2.86 3.60 -0.32  0.0734
H 1.85 3.23 1.10  0.0466
H 1.12 4.04 -0.31  0.0279
H 3.77 1.94 -1.44  0.0841
H 3.30 0.24 -1.62  0.0283
H 3.68 0.90 0.00  0.0435
H 1.87 2.68 -2.88  0.0866
H 0.14 2.78 -2.42  0.0354
H 0.81 1.25 -3.05  0.0252
H -4.68 -1.17 1.86  0.0806
H -3.54 -0.05 2.66  0.0346
H -3.61 -1.73 3.17  0.0689
H -2.59 -3.46 2.50  0.0738
H -0.90 -3.02 2.25  0.0228
H -1.79 -3.95 0.98  0.0616
H -4.52 -2.19 0.09  0.0717
H -3.17 -2.96 -0.84  0.0535
H -3.60 -1.24 -1.08  0.0452
C -2.09 3.61 -1.15  -0.5375
C -2.59 2.63 -2.01  -0.1226
C -2.89 3.00 -3.34  -0.0448
C -2.72 4.33 -3.79  -0.0177
C -2.17 5.29 -2.94  -0.0106
C -1.83 4.94 -1.61  -0.0934
S -1.53 3.57 0.53  1.0318
H -3.57 3.55 0.92  0.0863
H -2.68 1.59 -1.69  0.0829
H -3.33 2.25 -4.01  0.1271
H -3.04 4.63 -4.80  0.1354
H -2.06 6.34 -3.22  0.1312
H -1.37 5.61 -0.91  0.1029
C 4.55 -1.30 2.21  0.0346
N 3.90 -1.74 0.94  -0.1962
C 4.89 -2.38 0.02  0.0372
C 2.71 -2.64 1.22  -0.0620
C 1.72 -1.90 2.07  -0.2481
C 1.32 -2.41 3.32  0.0333
C 0.51 -1.63 4.20  0.0050
C 0.10 -0.37 3.83  -0.0064
C 0.54 0.16 2.57  -0.2634
C 1.19 -0.68 1.63  -0.2788
H 4.82 -2.18 2.78  0.1312
H 3.86 -0.67 2.78  0.1084
H 5.44 -0.72 1.96  0.1263
H 3.52 -0.88 0.49  0.1104
H 5.23 -3.31 0.50  0.1349
H 4.39 -2.59 -0.94  0.1071
H 5.71 -1.67 -0.14  0.1280
H 2.25 -2.88 0.25  0.1090
H 3.08 -3.57 1.70  0.1656
H 1.74 -3.36 3.68  0.1555
H 0.29 -2.04 5.19  0.1486
H -0.43 0.28 4.53  0.1446
H 0.51 1.25 2.49  0.1213

Output
* relative energy (zero: lowest compared OMol25 entry of this formula, charge and spin): 13.9 kcal per mole
* strongest force on any atom: 4.33 eV Å⁻¹
* net charge: +4
* frontier orbital gap (alpha / beta): 4.5879 / 4.5885 eV

Entry 2:
Molecular formula: C26H51CaN2OP2
Method: DFT, ωB97M-V/def2-TZVPD

Last column: Löwdin charge in e.
Geometry (Å):
Ca 0.54 0.76 0.13  1.0390
P -1.94 2.93 0.89  1.0066
P 0.15 -0.54 -2.41  0.9792
N -1.64 2.27 -1.66  -0.2460
C -2.23 4.24 -0.31  -0.2359
H -3.18 4.75 -0.07  0.0999
H -1.42 4.99 -0.25  0.0844
C -2.27 3.63 -1.72  -0.1784
H -3.32 3.54 -2.08  0.1201
H -1.74 4.24 -2.46  0.1200
C -1.91 1.39 -2.87  -0.1885
H -2.36 2.05 -3.63  0.1174
H -2.66 0.62 -2.63  0.1147
C -0.61 0.79 -3.42  -0.3387
H 0.14 1.60 -3.51  0.0841
H -0.81 0.40 -4.43  0.0822
C -1.01 -1.96 -2.75  -0.5187
C -0.98 -2.98 -1.61  -0.1116
H -1.66 -3.80 -1.84  0.0856
H -1.30 -2.52 -0.67  0.0638
H 0.02 -3.40 -1.46  0.0588
C 1.79 -0.99 -3.16  -0.5622
C 2.31 -2.31 -2.59  -0.1161
H 3.40 -2.37 -2.77  0.0837
H 1.86 -3.19 -3.09  0.0748
H 2.16 -2.41 -1.51  0.0377
C -0.39 3.22 1.79  -0.5158
C -0.02 2.15 2.85  -0.0987
H 0.84 2.53 3.42  0.0904
H 0.29 1.16 2.46  0.0113
H -0.84 1.99 3.56  0.0768
C -3.39 2.48 1.86  -0.4836
C -3.29 1.05 2.41  -0.0947
H -4.27 0.78 2.85  0.0900
H -2.54 0.96 3.20  0.0576
H -3.07 0.33 1.61  0.0668
C -1.82 1.66 -0.43  -0.7362
O -1.65 0.40 -0.27  -0.3664
C 1.85 -0.91 -4.68  -0.1168
H 1.36 -1.76 -5.16  0.0633
H 1.41 0.02 -5.07  0.0678
H 2.90 -0.93 -4.98  0.0811
C -0.43 4.61 2.46  -0.1047
H 0.56 4.82 2.89  0.0813
H -0.66 5.42 1.75  0.0696
H -1.17 4.65 3.27  0.0729
C -3.74 3.50 2.95  -0.1067
H -4.71 3.23 3.38  0.0846
H -3.01 3.50 3.77  0.0688
H -3.83 4.52 2.56  0.0769
C -0.86 -2.62 -4.12  -0.1122
H 0.05 -3.23 -4.19  0.0637
H -1.71 -3.31 -4.26  0.0853
H -0.88 -1.91 -4.95  0.0702
H -2.00 -1.47 -2.73  0.1032
H -4.20 2.50 1.11  0.1257
H 2.44 -0.18 -2.77  0.0926
H 0.40 3.23 1.01  0.0802
H 0.12 2.27 -1.25  0.0767
H 0.97 2.23 -0.94  0.0068
C 3.66 -3.03 3.29  0.0110
N 3.88 -2.03 2.22  -0.1924
C 5.33 -1.86 1.92  0.0012
C 3.07 -2.29 0.95  -0.1258
C 1.62 -2.42 1.29  -0.3467
C 1.07 -3.71 1.42  -0.0702
C -0.25 -3.86 1.88  -0.0885
C -0.99 -2.74 2.22  -0.0699
C -0.42 -1.45 2.08  -0.1586
C 0.83 -1.31 1.51  -0.2091
H 3.81 -4.03 2.88  0.1155
H 2.65 -2.93 3.69  0.1112
H 4.39 -2.84 4.08  0.1042
H 3.52 -1.13 2.57  0.1697
H 5.70 -2.78 1.47  0.1134
H 5.45 -1.02 1.23  0.1071
H 5.85 -1.66 2.86  0.1050
H 3.29 -1.43 0.29  0.1154
H 3.50 -3.19 0.50  0.1354
H 1.68 -4.59 1.18  0.1107
H -0.68 -4.86 1.97  0.1075
H -2.01 -2.84 2.61  0.1096
H -0.99 -0.60 2.46  0.0603

Output
* strongest force on any atom: 6.13 eV Å⁻¹
* net charge: +1
* frontier orbital gap (alpha / beta): 3.5982 / 3.5978 eV

Entry 3:
Molecular formula: C26H51ClCsN2O4
Method: DFT, ωB97M-V/def2-TZVPD

Last column: Löwdin charge in e.
Geometry (Å):
C 5.45 -3.38 1.49  -0.1336
C 4.75 -4.86 1.39  -0.2083
C 4.04 -5.17 -0.07  -0.1952
O 2.91 -6.11 -0.01  -0.1053
C 1.60 -5.44 0.06  -0.2554
C 1.18 -4.66 -1.36  -0.0350
N -0.01 -3.79 -1.01  0.0746
C 0.49 -2.60 -0.17  -0.2977
C 1.39 -1.53 -1.04  -0.1552
C 0.80 -1.19 -2.54  -0.0956
C -0.79 -1.94 0.62  -0.2567
C -1.56 -0.73 -0.15  -0.1816
C -0.89 0.76 0.01  -0.1788
C -0.50 1.19 1.54  -0.2363
C 1.06 0.82 1.96  -0.2367
C 2.20 1.69 1.15  -0.1881
C 3.75 1.17 1.42  -0.3241
C 4.44 0.41 0.13  -0.4116
O 4.52 1.27 -1.06  -0.2623
C 5.28 0.63 -2.15  -0.1288
C 1.52 -3.18 1.01  -0.0880
O 1.38 -4.62 1.26  -0.1098
H 5.75 -2.90 0.46  0.0860
H 4.79 -2.62 2.13  0.0853
H 6.46 -3.49 2.11  0.0985
H 3.93 -4.93 2.23  0.1121
H 5.62 -5.66 1.53  0.1260
H 3.82 -4.14 -0.58  0.1044
H 4.88 -5.70 -0.73  0.1553
H 0.80 -6.32 0.13  0.1887
H 0.85 -5.53 -2.10  0.1737
H 2.07 -4.10 -1.87  0.1477
H -0.65 -4.41 -0.41  0.1910
H -0.60 -3.49 -1.82  0.1824
H 1.61 -0.55 -0.40  0.1093
H 2.46 -2.02 -1.21  0.1128
H 1.69 -0.68 -3.15  0.1107
H 0.51 -2.16 -3.16  0.0861
H -0.07 -0.40 -2.54  0.0804
H -0.57 -1.58 1.72  -0.2204
H -1.59 -2.82 0.74  0.1349
H -1.71 -1.08 -1.27  0.1192
H -2.65 -0.65 0.32  0.1301
H 0.05 0.94 -0.70  0.1092
H -1.71 1.54 -0.36  0.1328
H -1.19 0.54 2.26  -0.1004
H -0.68 2.31 1.81  0.1156
H 1.25 0.93 3.13  0.1253
H 1.22 -0.33 1.73  0.0677
H 2.09 2.82 1.46  0.1243
H 2.06 1.62 -0.03  0.1078
H 4.47 2.09 1.67  0.0096
H 3.72 0.38 2.31  0.0994
H 5.53 0.04 0.45  -0.0536
H 3.83 -0.58 -0.09  0.0776
H 4.62 -0.19 -2.70  0.0762
H 5.54 1.44 -2.97  0.1032
H 6.31 0.14 -1.80  0.1121
H 1.30 -2.64 2.06  0.1374
H 2.65 -2.90 0.77  0.1356
N -2.71 4.25 1.31  0.0375
C -3.72 4.31 0.42  -0.1554
C -3.89 5.34 -0.49  -0.0673
C -2.96 6.39 -0.48  -0.0671
C -1.91 6.35 0.43  -0.0688
C -1.83 5.27 1.30  -0.1579
H -4.42 3.48 0.45  0.0875
H -4.72 5.34 -1.18  0.0962
H -3.06 7.21 -1.17  0.1098
H -1.18 7.15 0.47  0.1064
H -1.02 5.20 2.02  0.0999
C -8.09 2.38 0.04  -0.0646
C -7.55 3.55 -0.78  -0.5016
C -8.49 3.91 -1.92  -0.0602
O -6.27 3.20 -1.31  -0.0821
H -8.20 1.49 -0.58  0.0808
H -7.40 2.13 0.85  0.0751
H -9.06 2.63 0.47  0.0850
H -7.40 4.42 -0.13  0.1416
H -8.61 3.07 -2.61  0.0830
H -8.08 4.74 -2.50  0.0830
H -9.47 4.20 -1.54  0.0853
H -6.39 2.43 -1.89  0.0964
Cl 6.23 1.19 1.72  -0.0844
Cs -1.27 -1.27 3.47  1.3576

Output
* strongest force on any atom: 6.01 eV Å⁻¹
* net charge: +1
* frontier orbital gap: 3.5267 eV

Entry 4:
Molecular formula: C26H52BBrO13
Method: DFT, ωB97M-V/def2-TZVPD

Last column: Löwdin charge in e.
Geometry (Å):
B 3.41 -4.62 -0.09  0.0508
C 2.30 -3.50 0.11  -0.2185
C 1.38 -3.97 1.19  -0.8362
O 1.47 -3.80 2.35  0.0435
Br -0.07 -5.10 0.51  0.7037
H 3.53 -5.17 -1.14  0.0326
H 4.10 -4.89 0.84  0.0401
H 2.78 -2.58 0.49  0.1018
H 1.75 -3.28 -0.80  0.0801
C 1.15 -2.35 5.61  -0.0553
C 1.10 -1.39 4.45  -0.2368
O -0.01 -0.48 4.56  -0.0146
C 0.05 0.67 5.25  -0.5411
C 1.22 0.91 6.18  0.0064
O -0.84 1.47 5.13  0.0910
H 1.32 -1.84 6.56  0.0667
H 1.95 -3.08 5.46  0.0812
H 0.20 -2.89 5.69  0.0852
H 2.03 -0.84 4.32  0.0975
H 0.91 -1.93 3.53  0.0952
H 0.95 0.54 7.17  0.0932
H 1.39 1.98 6.24  0.0919
H 2.14 0.42 5.86  0.0697
C -2.51 0.48 2.60  -0.0534
C -1.38 1.01 1.76  -0.2091
O -0.66 -0.05 1.09  -0.0034
C -0.98 -0.49 -0.12  -0.5230
C -2.29 -0.09 -0.75  0.0382
O -0.22 -1.24 -0.69  0.0594
H -3.30 0.00 2.02  0.0749
H -2.95 1.29 3.18  0.0817
H -2.11 -0.25 3.29  0.0685
H -1.67 1.78 1.05  0.0795
H -0.63 1.45 2.42  0.1147
H -3.03 -0.85 -0.50  0.0860
H -2.14 -0.09 -1.83  0.0877
H -2.66 0.89 -0.46  0.0817
C 0.88 -0.50 -3.54  -0.0597
C 2.04 0.05 -4.34  -0.2303
O 2.76 -0.98 -5.03  -0.0036
C 2.38 -1.43 -6.25  -0.5260
C 1.05 -1.01 -6.83  0.0190
O 3.10 -2.20 -6.82  0.1031
H 0.13 -0.95 -4.20  0.0695
H 0.40 0.29 -2.97  0.0785
H 1.22 -1.27 -2.85  0.0691
H 1.74 0.84 -5.03  0.1113
H 2.79 0.49 -3.67  0.1178
H 0.30 -1.73 -6.52  0.0809
H 1.13 -1.04 -7.91  0.0919
H 0.72 -0.02 -6.52  0.0724
C 3.14 3.13 -0.48  -0.0552
C 4.03 2.70 0.67  -0.2319
O 3.29 2.51 1.88  0.0061
C 2.65 1.36 2.18  -0.4810
C 2.52 0.29 1.12  0.0327
O 2.15 1.26 3.27  0.1104
H 2.40 2.37 -0.73  0.0667
H 3.74 3.33 -1.37  0.0818
H 2.61 4.04 -0.21  0.0771
H 4.60 1.80 0.42  0.1104
H 4.76 3.47 0.90  0.1229
H 1.59 0.47 0.57  0.0801
H 2.41 -0.66 1.64  0.0785
H 3.35 0.23 0.42  0.0784
C -3.96 6.59 2.16  -0.0626
C -3.30 5.31 2.62  -0.2281
O -2.93 4.48 1.51  0.0002
C -1.76 4.61 0.86  -0.5189
C -0.89 5.82 1.10  0.0227
O -1.46 3.76 0.06  0.0858
H -3.28 7.22 1.58  0.0682
H -4.30 7.17 3.03  0.0826
H -4.83 6.37 1.54  0.0843
H -2.44 5.50 3.26  0.1145
H -4.00 4.70 3.19  0.1247
H -1.17 6.59 0.37  0.0977
H 0.14 5.53 0.91  0.0838
H -0.97 6.23 2.10  0.0740
C -2.15 -5.36 -4.78  -0.0593
C -1.57 -3.98 -4.59  -0.2393
O -2.53 -2.94 -4.80  -0.0098
C -3.37 -2.51 -3.82  -0.5237
C -3.47 -3.30 -2.53  0.0206
O -4.02 -1.53 -4.02  0.1031
H -2.92 -5.57 -4.04  0.0688
H -1.37 -6.11 -4.69  0.0834
H -2.60 -5.44 -5.77  0.0848
H -1.09 -3.87 -3.61  0.1111
H -0.80 -3.79 -5.34  0.1136
H -4.27 -4.03 -2.62  0.0971
H -3.71 -2.60 -1.74  0.0710
H -2.55 -3.82 -2.26  0.0674

Output
* strongest force on any atom: 0.44 eV Å⁻¹
* SMILES: BCC(=O)Br.CCOC(C)=O.CCOC(C)=O.CCOC(C)=O.CCOC(C)=O.CCOC(C)=O.CCOC(C)=O
* frontier orbital gap: 9.4433 eV

Entry 5:
Molecular formula: C26H52Br22ClNO3Si2
Method: DFT, ωB97M-V/def2-TZVPD

Last column: Löwdin charge in e.
Geometry (Å):
C 6.83 1.22 0.21  -0.1637
C 5.46 1.63 1.01  -0.3561
O 4.32 1.20 0.19  -0.2862
Si 3.73 -0.41 0.71  0.1392
Cl 5.27 -1.52 1.69  0.3581
O 3.07 -1.16 -0.73  -0.3939
Si 2.92 -2.91 -0.57  0.4748
N 2.70 -3.50 1.11  -0.0435
C 1.37 -3.57 1.46  -0.1570
O 0.16 -3.38 2.03  -0.0463
C 2.19 -0.01 1.86  -0.6513
Br 2.70 1.41 3.23  0.6268
C 1.06 0.74 0.88  -0.7092
C 0.11 1.81 1.70  -0.2538
Br -0.23 -0.60 0.05  0.6044
H 6.76 1.72 -0.87  -0.0262
H 6.93 0.06 0.00  0.0577
H 7.82 1.62 0.70  0.0883
H 5.42 1.29 2.13  0.0493
H 5.44 2.82 1.04  0.1353
H 1.74 -3.30 -1.38  -0.0178
H 4.10 -3.49 -1.23  -0.0258
H 1.77 -0.97 2.39  0.0721
H 1.71 1.27 0.03  0.0809
H 0.62 2.88 1.68  0.0659
H -0.89 1.89 1.06  0.0604
H -0.21 1.45 2.76  0.0520
Br 0.57 3.80 -1.36  0.6608
C -0.87 4.09 -2.63  -0.7301
C -2.10 3.29 -2.26  -0.6581
Br -1.89 1.41 -2.74  0.6390
H -0.48 3.85 -3.63  -0.0627
H -1.08 5.16 -2.58  0.0507
H -2.97 3.63 -2.83  0.0537
H -2.33 3.33 -1.20  0.0544
Br 2.54 3.01 6.72  0.5745
C 1.28 2.14 7.92  -0.6904
C 0.80 0.83 7.35  -0.6892
Br -0.53 1.11 5.96  0.6070
H 0.47 2.85 8.11  0.0523
H 1.84 1.98 8.85  0.0573
H 0.28 0.24 8.12  0.0572
H 1.60 0.22 6.92  0.0547
Br -4.67 0.56 -6.76  0.5961
C -4.53 -0.22 -4.97  -0.6933
C -5.90 -0.49 -4.39  -0.6885
Br -6.73 1.15 -3.75  0.5954
H -3.93 0.47 -4.37  -0.0312
H -3.98 -1.15 -5.11  0.0638
H -5.81 -1.13 -3.50  0.0599
H -6.59 -0.95 -5.10  0.0516
Br -2.10 5.57 -5.71  0.6380
C -1.47 4.50 -7.22  -0.6727
C -1.12 3.10 -6.78  -0.6819
Br 0.60 3.06 -5.87  0.6639
H -0.63 5.04 -7.67  0.0549
H -2.31 4.49 -7.92  0.0604
H -0.99 2.45 -7.65  0.0104
H -1.85 2.66 -6.10  0.0383
Br -1.11 -0.40 -8.67  0.6117
C -2.12 -1.54 -9.89  -0.6870
C -2.98 -2.53 -9.12  -0.7003
Br -1.90 -3.99 -8.43  0.5987
H -1.40 -2.01 -10.56  0.0530
H -2.75 -0.85 -10.47  0.0590
H -3.71 -3.00 -9.79  0.0595
H -3.50 -2.08 -8.27  0.0208
Br 9.41 4.41 -1.76  0.6006
C 10.18 2.97 -2.83  -0.6953
C 9.18 2.43 -3.82  -0.6810
Br 7.88 1.26 -2.95  0.7003
H 10.55 2.21 -2.13  0.0541
H 11.03 3.42 -3.34  0.0563
H 9.68 1.80 -4.56  0.0562
H 8.62 3.21 -4.34  0.0539
Br -2.74 -3.60 -1.01  0.5830
C -2.60 -4.38 0.77  -0.6964
C -3.96 -4.66 1.36  -0.7093
Br -4.80 -3.02 2.00  0.5785
H -1.99 -3.70 1.37  0.0177
H -2.04 -5.32 0.63  0.0628
H -3.88 -5.30 2.24  -0.0281
H -4.66 -5.12 0.65  0.0540
Br 5.28 6.56 2.65  0.6009
C 5.19 6.32 4.59  -0.6952
C 6.20 5.31 5.06  -0.6836
Br 5.62 3.49 4.67  0.5842
H 4.15 6.04 4.82  0.0509
H 5.40 7.31 5.01  0.0575
H 6.31 5.35 6.15  0.0588
H 7.19 5.44 4.60  0.0533
Br -2.13 -4.18 5.22  0.6147
C -3.39 -5.05 6.43  -0.6847
C -3.87 -6.37 5.86  -0.6655
Br -5.20 -6.09 4.46  0.6346
H -4.20 -4.34 6.62  0.0559
H -2.83 -5.22 7.36  0.0576
H -4.38 -6.96 6.63  0.0600
H -3.07 -6.97 5.42  0.0546
Br -8.01 -3.24 5.27  0.5823
C -9.02 -4.38 4.06  -0.6916
C -9.88 -5.37 4.82  -0.6922
Br -8.80 -6.84 5.52  0.5786
H -8.30 -4.86 3.39  0.0465
H -9.65 -3.70 3.48  0.0592
H -10.61 -5.84 4.16  0.0572
H -10.40 -4.92 5.67  0.0524

Output
* strongest force on any atom: 11.04 eV Å⁻¹
* frontier orbital gap: 9.2119 eV